C28H62N2O4 | ωB97M-V/def2-TZVPD

**Relative energy (zero: lowest compared OMol25 entry of this formula, charge and spin)**: 244.2 kJ/mol
**SMILES string**: CCN(CC)CC.CCN(CC)CC.C1CCOC1.C1CCOC1.C1CCOC1.C1CCOC1
**HOMO energy**: -7.76 eV
**Total energy**: -1514.3226 a.u.
**LUMO**: 0.025 Ha
**Strongest force on any atom**: 0.06288 hartree/bohr
**Net charge**: 0

XYZ file:
```
96
Properties=species:S:1:pos:R:3:mulliken_charge:R:1
C -13.40 -10.83 2.51 0.6903
C -14.81 -11.27 2.89 -1.3313
N -15.75 -10.45 2.19 0.4238
C -15.99 -10.75 0.77 -0.3341
C -16.69 -12.02 0.46 -1.4649
C -15.80 -9.04 2.64 -0.1454
C -17.04 -8.24 2.17 -1.5027
H -13.14 -9.81 2.80 0.0732
H -13.08 -11.01 1.48 0.1964
H -12.76 -11.45 3.13 -0.4924
H -15.06 -12.30 2.64 0.2464
H -14.97 -11.25 3.97 0.3135
H -16.64 -9.94 0.44 0.3902
H -15.14 -10.61 0.10 0.2847
H -16.01 -12.87 0.39 0.2835
H -17.40 -12.18 1.27 0.3159
H -17.18 -11.91 -0.51 0.4505
H -14.86 -8.53 2.38 0.2999
H -15.88 -8.96 3.72 0.1581
H -17.20 -7.45 2.90 0.4239
H -17.91 -8.88 2.01 0.3359
H -16.89 -7.76 1.20 0.3389
C -6.71 -12.37 2.73 -1.3862
C -7.67 -11.39 2.01 -0.3855
N -9.00 -11.17 2.58 0.3655
C -9.81 -12.42 2.88 0.8156
C -10.34 -13.08 1.55 -1.3491
C -9.78 -10.04 2.05 0.9008
C -9.15 -8.72 2.51 -1.6698
H -6.77 -13.32 2.20 0.2705
H -6.96 -12.43 3.79 0.3338
H -5.70 -11.96 2.75 0.4266
H -7.25 -10.40 2.22 0.3968
H -7.43 -11.54 0.96 0.2999
H -9.16 -13.01 3.53 0.4936
H -10.70 -12.13 3.45 -1.3393
H -10.91 -13.96 1.84 0.3847
H -10.96 -12.40 0.96 0.2538
H -9.47 -13.48 1.03 0.3903
H -10.78 -10.15 2.47 -0.8550
H -9.82 -10.10 0.96 0.3924
H -8.70 -8.79 3.51 0.2724
H -9.88 -7.91 2.47 0.4421
H -8.35 -8.39 1.85 0.5486
C -13.09 -14.62 6.46 -0.6308
C -11.57 -14.57 6.74 -0.6228
C -11.03 -14.24 5.36 -0.0813
O -12.10 -14.09 4.46 -0.3820
C -13.31 -13.82 5.22 -0.0118
H -13.58 -14.23 7.35 0.2831
H -13.33 -15.67 6.31 0.3311
H -11.30 -15.58 7.03 0.2012
H -11.43 -13.90 7.58 0.3489
H -10.38 -15.02 4.96 0.4132
H -10.47 -13.30 5.35 -0.0230
H -14.26 -13.96 4.70 0.4046
H -13.34 -12.75 5.42 -0.1764
C -11.52 -8.70 5.40 0.0434
C -12.89 -8.56 6.01 0.1843
C -12.71 -9.14 7.41 -0.6384
O -11.81 -10.20 7.17 -0.5103
C -10.93 -9.98 6.10 0.4362
H -10.75 -7.96 5.61 0.2709
H -11.59 -8.87 4.32 -0.3668
H -13.67 -9.15 5.53 -0.1958
H -13.21 -7.51 6.03 0.2990
H -13.58 -9.56 7.93 0.3988
H -12.32 -8.43 8.14 0.2289
H -11.01 -10.82 5.42 -0.5175
H -9.87 -9.79 6.31 0.3406
C -14.42 -5.34 8.47 -0.4153
C -13.04 -4.95 8.06 -0.1056
C -13.21 -3.77 7.19 -0.0386
O -14.47 -3.28 7.74 -0.5062
C -14.98 -4.00 8.85 -0.5270
H -14.45 -6.02 9.33 0.4040
H -15.01 -5.86 7.71 0.1910
H -12.54 -5.72 7.48 -0.1216
H -12.40 -4.65 8.89 0.3300
H -13.33 -3.95 6.12 0.0439
H -12.44 -3.01 7.35 0.1827
H -16.06 -3.87 8.93 0.2937
H -14.58 -3.54 9.75 0.2668
C -9.00 -3.98 3.90 -0.6828
C -10.24 -3.79 4.84 -0.4433
C -11.31 -4.78 4.25 0.1068
O -10.71 -5.43 3.17 -0.4066
C -9.59 -4.69 2.67 -0.4325
H -8.18 -4.49 4.40 0.3078
H -8.56 -3.02 3.64 0.3137
H -10.70 -2.81 4.95 0.3533
H -10.05 -4.18 5.84 0.1860
H -12.19 -4.18 4.03 0.3058
H -11.39 -5.60 4.96 -0.2222
H -9.96 -3.93 1.98 0.3031
H -8.81 -5.26 2.18 0.3292
```


C28H63Br6N3O5S5 | ωB97M-V/def2-TZVPD

**HOMO energy**: -7.99 eV
**Total energy**: -19079.9509 a.u.
**LUMO**: -0.003 Ha
**Strongest force on any atom**: 0.03457 hartree/bohr
**Net charge**: 0

XYZ file:
```
110
Properties=species:S:1:pos:R:3:mulliken_charge:R:1
C 3.94 1.40 -1.14 -0.5552
C 4.46 2.15 -2.36 -0.4696
C 5.43 1.31 -3.23 -0.4519
C 4.67 0.41 -4.08 0.2569
N 4.05 -0.30 -4.73 -0.4812
H 3.23 0.62 -1.44 0.0457
H 3.35 2.03 -0.48 0.2203
H 4.79 0.88 -0.69 0.2463
H 5.07 2.99 -2.00 0.3110
H 3.67 2.57 -2.97 0.3265
H 6.07 0.68 -2.61 0.2980
H 5.99 2.00 -3.85 0.3374
C 0.19 -0.43 -7.04 -1.2010
C -0.19 0.34 -5.75 -0.6187
C 0.64 -0.11 -4.54 0.7162
C 0.55 -1.56 -4.38 0.2903
N 0.47 -2.70 -4.24 -0.5717
H -0.27 -1.41 -7.07 0.3258
H 1.26 -0.58 -7.19 0.2985
H -0.19 0.13 -7.90 0.3720
H -1.22 0.05 -5.54 0.1921
H -0.19 1.41 -5.97 0.4598
H 0.18 0.29 -3.63 -0.3369
H 1.67 0.23 -4.66 0.0796
C 0.33 -1.81 -0.55 -0.6570
C -0.33 -0.78 0.38 1.4425
C 0.39 0.55 0.28 0.7150
C 0.10 1.47 1.40 -1.1597
N -0.14 2.18 2.27 0.1903
H 1.34 -1.98 -0.18 0.0802
H 0.30 -1.49 -1.59 -0.1951
H -0.06 -2.83 -0.49 -0.0810
H -0.42 -1.24 1.36 0.0747
H -1.38 -0.63 0.12 -0.5782
H 0.02 1.12 -0.58 0.1770
H 1.46 0.47 0.09 0.0293
C -3.50 2.66 -2.33 -1.0981
S -2.93 1.29 -1.24 1.0457
O -2.81 1.93 0.10 -0.6182
C -4.54 0.44 -1.17 -1.1219
H -3.75 3.43 -1.60 0.2377
H -4.43 2.45 -2.86 0.3720
H -2.74 3.05 -3.00 0.3154
H -4.35 -0.62 -0.96 0.0151
H -5.10 0.47 -2.11 0.4796
H -5.15 0.93 -0.41 0.4304
C -2.52 4.62 3.28 -0.4277
S -3.28 4.62 1.61 0.6761
O -4.33 5.68 1.56 -0.7460
C -1.88 5.22 0.57 -0.4287
H -1.48 4.32 3.20 -0.1750
H -3.14 3.88 3.79 0.2123
H -2.64 5.61 3.71 0.3664
H -0.92 4.97 1.00 -0.0986
H -2.01 6.31 0.54 0.4196
H -2.03 4.83 -0.44 0.1184
C 0.32 -4.24 1.89 -0.4956
S 0.92 -4.60 3.57 0.5487
O 1.55 -5.96 3.50 -0.7067
C 2.23 -3.35 3.60 -0.7397
H -0.67 -3.78 1.88 0.1589
H 0.24 -5.22 1.41 0.4436
H 1.07 -3.74 1.29 -0.0028
H 1.98 -2.45 3.04 0.1188
H 3.19 -3.76 3.29 0.3900
H 2.29 -2.99 4.63 0.2888
C 0.19 -1.38 6.96 -0.6181
S 1.06 0.10 6.32 0.4112
O 2.15 -0.42 5.43 -0.6108
C -0.24 0.62 5.21 -0.2534
H 0.37 -2.17 6.24 0.0504
H -0.87 -1.12 7.05 0.2763
H 0.58 -1.57 7.96 0.3779
H -1.03 0.98 5.88 0.4716
H -0.50 -0.24 4.61 -0.0924
H 0.10 1.46 4.61 -0.0401
C -4.48 -3.45 -2.67 -1.2037
S -2.85 -2.83 -2.29 0.6766
O -2.99 -2.40 -0.83 -0.5975
C -2.00 -4.43 -2.35 -0.8742
H -5.21 -2.66 -2.62 0.3034
H -4.73 -4.28 -2.00 0.3545
H -4.45 -3.94 -3.65 0.4371
H -1.19 -4.30 -3.08 0.2979
H -2.54 -5.27 -2.78 0.4406
H -1.52 -4.68 -1.41 0.1950
Br -2.88 -2.08 4.41 -0.1692
C -3.45 -1.38 2.68 -0.0453
C -3.43 0.15 2.62 0.3196
Br -4.75 0.84 3.93 -0.1567
H -4.49 -1.65 2.52 0.5620
H -2.78 -1.86 1.97 -0.2806
H -3.64 0.58 1.65 -0.1676
H -2.47 0.52 2.97 -0.1288
Br 3.93 -3.04 -0.68 -0.1747
C 3.46 -3.83 -2.40 -0.1417
C 4.68 -3.97 -3.27 -0.5820
Br 4.12 -4.66 -5.03 -0.1650
H 2.69 -3.23 -2.90 -0.1162
H 2.96 -4.78 -2.23 0.4365
H 5.39 -4.68 -2.87 0.4205
H 5.14 -2.99 -3.38 0.3159
Br 0.35 6.91 3.73 -0.1293
C 2.14 6.25 3.77 -0.6017
C 2.23 4.82 3.22 -0.4503
Br 2.24 4.79 1.28 -0.1525
H 2.50 6.30 4.80 0.3997
H 2.79 6.85 3.14 0.3670
H 1.39 4.22 3.57 0.1047
H 3.17 4.43 3.60 0.4274
```


C28H64IN9O11 | ωB97M-V/def2-TZVPD

**HOMO energy**: -8.78 eV
**Total energy**: -2723.2649 a.u.
**LUMO**: -0.024 Ha
**Strongest force on any atom**: 0.16549 hartree/bohr
**Net charge**: 0

XYZ file:
```
113
Properties=species:S:1:pos:R:3:mulliken_charge:R:1
C -0.79 -3.56 -1.05 -1.0286
C -0.28 -4.54 -2.26 0.3693
O -1.33 -4.85 -3.24 -0.5583
C 1.03 -3.78 -2.96 -0.6189
N 0.81 -3.89 -4.46 -0.1342
C 0.18 -2.62 -5.01 0.4696
O 0.78 -1.87 -5.97 -0.6049
O -1.12 -2.08 -4.51 -0.5585
I -0.61 -0.25 -3.73 0.4129
H -1.34 -4.15 -0.19 0.2776
H -1.60 -2.80 -1.49 0.2365
H 0.11 -2.90 -0.63 0.2726
H 0.14 -5.58 -1.87 0.3259
H -2.08 -4.19 -3.21 0.3099
H 1.12 -2.66 -2.60 0.1904
H 2.01 -4.33 -2.58 0.3138
H 1.77 -3.94 -4.87 0.3152
C -1.06 3.79 -3.02 -0.0255
O -0.43 2.75 -3.11 -0.4313
N -2.16 3.99 -2.21 0.2722
C -2.85 5.26 -2.15 -0.9018
C -2.64 2.89 -1.40 -0.8262
H -0.78 4.69 -3.59 0.2840
H -2.82 5.63 -1.12 0.3189
H -3.89 5.11 -2.46 0.3190
H -2.38 5.99 -2.81 0.2931
H -1.85 2.57 -0.72 0.2980
H -2.91 2.05 -2.05 0.1596
H -3.52 3.19 -0.82 0.3249
C 4.76 4.36 -2.13 -0.0524
O 4.31 5.43 -1.73 -0.5966
N 4.00 3.31 -2.60 0.2234
C 4.61 2.07 -3.05 -1.0347
C 2.56 3.44 -2.64 -1.0958
H 5.84 4.16 -2.14 0.4054
H 4.34 1.91 -4.10 0.3647
H 4.23 1.25 -2.44 0.3510
H 5.70 2.11 -2.97 0.3661
H 2.30 4.29 -3.27 0.2918
H 2.19 3.63 -1.62 0.3104
H 2.10 2.53 -3.03 0.4570
C -3.58 1.57 2.23 -0.1868
O -3.07 1.95 1.19 -0.5429
N -4.92 1.66 2.55 0.2138
C -5.44 1.19 3.82 -0.5846
C -5.83 2.24 1.60 -0.9419
H -2.98 1.11 3.03 0.4744
H -6.18 0.42 3.63 0.3468
H -5.90 2.03 4.35 0.3455
H -4.64 0.78 4.45 -0.0489
H -5.80 1.66 0.67 0.2825
H -5.52 3.27 1.38 0.2558
H -6.85 2.25 1.99 0.4254
C 6.63 1.78 0.44 0.2500
O 7.37 0.81 0.28 -0.6220
N 6.76 2.73 1.43 0.1447
C 5.85 3.84 1.55 -0.8557
C 7.85 2.61 2.38 -0.9926
H 5.78 1.96 -0.23 0.1642
H 6.41 4.78 1.46 0.3261
H 5.37 3.80 2.53 0.3255
H 5.08 3.81 0.77 0.2479
H 8.80 2.62 1.84 0.3236
H 7.76 1.66 2.91 0.2481
H 7.82 3.43 3.10 0.4115
C 9.56 1.09 6.51 0.1063
O 9.12 2.16 6.91 -0.5816
N 8.81 0.04 6.04 0.1361
C 9.41 -1.20 5.59 -0.8968
C 7.36 0.16 6.00 -0.9168
H 10.64 0.88 6.50 0.2840
H 9.14 -1.36 4.54 0.3172
H 9.03 -2.02 6.20 0.3262
H 10.50 -1.16 5.67 0.2995
H 7.10 1.01 5.36 0.2384
H 7.00 0.36 7.01 0.3195
H 6.91 -0.75 5.61 0.3745
C -3.06 -0.77 5.29 0.2039
O -2.78 0.40 5.05 -0.7162
N -2.46 -1.54 6.26 0.1296
C -2.85 -2.92 6.49 -0.9085
C -1.42 -0.97 7.08 -0.9453
H -3.84 -1.30 4.73 0.2116
H -3.21 -3.02 7.52 0.3397
H -1.98 -3.56 6.34 0.3386
H -3.65 -3.22 5.81 0.3077
H -1.82 -0.10 7.61 0.2919
H -0.60 -0.64 6.43 0.3028
H -1.04 -1.70 7.80 0.3784
C -7.73 1.95 -1.77 0.0916
O -6.69 2.35 -1.26 -0.5906
N -8.99 2.48 -1.55 0.1411
C -10.17 1.95 -2.19 -0.9245
C -9.12 3.61 -0.65 -0.7985
H -7.74 1.10 -2.46 0.3013
H -10.63 2.74 -2.80 0.3375
H -10.87 1.62 -1.43 0.3409
H -9.92 1.11 -2.84 0.2858
H -8.52 4.44 -1.03 0.2898
H -8.76 3.33 0.34 0.1647
H -10.17 3.93 -0.58 0.3761
C -0.22 -9.20 -6.32 0.0757
O 0.03 -10.07 -5.50 -0.5860
N -0.46 -7.87 -6.02 0.1601
C -0.75 -6.89 -7.05 -0.8256
C -0.42 -7.44 -4.64 -0.7364
H -0.27 -9.41 -7.40 0.2604
H 0.02 -6.11 -7.01 0.2860
H -1.73 -6.46 -6.86 0.2827
H -0.74 -7.35 -8.04 0.3106
H 0.57 -7.66 -4.23 0.2844
H -1.17 -8.00 -4.07 0.3001
H -0.63 -6.37 -4.56 0.1562
```


C28H64MgO18S7 | ωB97M-V/def2-TZVPD

**Relative energy (zero: lowest compared OMol25 entry of this formula, charge and spin)**: 961.8 kJ/mol
**HOMO energy**: -6.57 eV
**Total energy**: -5446.5599 a.u.
**LUMO**: -0.040 Ha
**Strongest force on any atom**: 0.08620 hartree/bohr
**Net charge**: 0

XYZ file:
```
118
Properties=species:S:1:pos:R:3:mulliken_charge:R:1
Mg 0.58 3.17 1.15 1.5756
O 1.52 0.78 0.39 -0.8615
C 0.73 -0.36 0.69 -0.1029
C -0.78 -0.01 0.99 -0.4003
O -1.01 1.08 1.88 -0.8180
H 1.24 -0.91 1.49 0.1712
H 0.78 -1.06 -0.14 0.1582
H -1.39 -0.88 1.22 0.2275
H -1.15 0.31 0.01 0.1185
C -1.17 -2.26 6.25 -1.4190
C -2.14 -3.44 5.92 0.3042
C -1.67 -4.06 4.61 -0.3413
O -1.65 -5.43 4.88 -0.3381
C -1.75 -5.64 6.24 0.6333
O -1.34 -6.66 6.78 -0.5685
O -2.00 -4.49 6.84 -0.3455
H -1.28 -1.43 5.57 0.4073
H -0.15 -2.64 6.34 0.3608
H -1.52 -1.89 7.21 0.3585
H -3.17 -3.13 5.79 0.3531
H -0.70 -3.66 4.33 0.2579
H -2.47 -3.73 3.94 0.3355
C -2.60 -5.51 -1.21 -1.5446
C -1.71 -5.76 -2.35 0.6212
C -1.88 -7.13 -3.07 -0.5035
O -1.97 -6.85 -4.44 -0.3553
C -2.07 -5.54 -4.61 0.6946
O -2.21 -5.05 -5.71 -0.5896
O -2.10 -4.95 -3.44 -0.3099
H -2.35 -6.13 -0.35 0.3853
H -3.65 -5.71 -1.45 0.3592
H -2.68 -4.47 -0.91 0.3646
H -0.66 -5.57 -2.16 0.2821
H -2.79 -7.67 -2.82 0.2927
H -1.01 -7.77 -2.94 0.2961
C 6.18 -1.94 0.21 -1.4002
C 6.19 -1.46 -1.26 0.4425
C 6.81 -0.12 -1.51 -0.3076
O 7.91 -0.41 -2.34 -0.3516
C 7.78 -1.72 -2.78 0.6680
O 8.47 -2.19 -3.64 -0.5552
O 6.95 -2.37 -2.02 -0.3433
H 5.64 -1.30 0.91 0.4035
H 7.16 -2.18 0.62 0.3568
H 5.55 -2.82 0.11 0.3368
H 5.17 -1.44 -1.65 0.2194
H 7.09 0.40 -0.59 0.2734
H 6.15 0.47 -2.14 0.2575
C -3.87 -0.19 -3.80 -0.7102
S -4.79 0.32 -5.31 0.4888
O -5.16 1.75 -4.96 -0.6461
C -3.44 0.29 -6.55 -0.7277
H -3.76 0.70 -3.17 0.2776
H -2.92 -0.68 -4.04 0.1957
H -4.44 -0.99 -3.35 0.3347
H -2.73 1.08 -6.28 0.1843
H -3.71 0.61 -7.56 0.3342
H -2.98 -0.69 -6.45 0.2735
C 3.66 1.23 5.51 -0.9136
S 2.53 2.72 5.56 0.4582
O 2.42 3.27 4.13 -0.5461
C 3.75 3.88 6.26 -0.9354
H 3.03 0.41 5.17 0.3208
H 4.10 0.98 6.48 0.3620
H 4.46 1.37 4.78 0.2849
H 4.65 3.89 5.65 0.2682
H 3.96 3.71 7.32 0.3783
H 3.27 4.86 6.18 0.3112
C -8.06 -3.69 0.48 -0.7884
S -7.38 -3.19 2.15 0.4669
O -6.34 -4.28 2.44 -0.6021
C -6.44 -1.68 1.70 -0.7946
H -8.87 -4.42 0.48 0.3185
H -7.20 -4.11 -0.04 0.2003
H -8.50 -2.81 0.01 0.3182
H -7.11 -0.88 1.39 0.3711
H -5.70 -1.89 0.93 0.2398
H -5.91 -1.49 2.64 0.2726
C -2.25 5.19 5.23 -0.8992
S -2.48 6.17 3.68 0.4467
O -1.61 5.47 2.67 -0.5565
C -4.24 5.63 3.48 -0.9814
H -3.12 5.17 5.89 0.3541
H -1.36 5.50 5.78 0.2980
H -2.13 4.14 4.98 0.2910
H -4.54 6.02 2.50 0.3260
H -4.89 6.12 4.21 0.3894
H -4.35 4.55 3.47 0.3088
C -2.01 5.34 -3.88 -0.9690
S -0.92 3.90 -3.36 0.5711
O -0.54 4.28 -1.92 -0.6768
C 0.54 4.25 -4.37 -0.9159
H -1.59 6.34 -3.72 0.3334
H -2.96 5.15 -3.38 0.3121
H -2.20 5.29 -4.95 0.3628
H 0.26 4.05 -5.40 0.3534
H 1.32 3.56 -4.06 0.3061
H 0.91 5.26 -4.17 0.2995
C 5.56 4.81 1.04 -0.8964
S 4.29 5.63 0.02 0.4836
O 2.92 5.41 0.62 -0.5823
C 4.67 7.33 0.58 -0.9761
H 6.54 4.99 0.59 0.3689
H 5.20 3.78 1.02 0.2873
H 5.60 5.02 2.11 0.3097
H 4.62 7.29 1.67 0.2979
H 3.87 7.97 0.20 0.3181
H 5.63 7.74 0.29 0.3795
C 3.50 -2.66 -6.57 -0.9467
S 2.85 -1.07 -5.88 0.5428
O 2.39 -0.12 -6.99 -0.6533
C 1.35 -1.69 -5.07 -0.9312
H 4.48 -2.62 -7.04 0.3241
H 2.80 -2.87 -7.39 0.3377
H 3.26 -3.46 -5.87 0.3130
H 1.04 -0.87 -4.42 0.3184
H 1.52 -2.52 -4.38 0.3694
H 0.64 -2.00 -5.84 0.3273
```


Question: Among the records above, which one has the highest LUMO?
Answer: C28H62N2O4